{"formula": "C26H47AuN6OSi2", "method": "ωB97M-V/def2-TZVPD", "homo_lumo_gap_ev": [8.35, 6.34], "energy_ha": -2136.90441, "multiplicity": 3, "s2": 2.007, "e_homo_ev": [-13.576, -14.021], "de_lowest_kj_mol": 0.00, "charge": 2, "symbols": ["Au", "N", "C", "C", "N", "H", "H", "H", "H", "H", "H", "H", "H", "N", "C", "N", "C", "C", "C", "C", "C", "C", "H", "H", "H", "H", "H", "H", "C", "C", "N", "C", "C", "C", "O", "C", "C", "C", "C", "N", "C", "H", "H", "H", "H", "H", "H", "H", "H", "H", "H", "H", "H", "H", "H", "C", "Si", "C", "C", "C", "Si", "C", "C", "C", "H", "H", "H", "H", "H", "H", "H", "H", "H", "H", "H", "H", "H", "H", "H", "H", "H", "H", "H"], "xyz": [[0.6902, 0.1324, -0.4591], [-0.2104, 1.2725, 1.1215], [0.7736, 2.2069, 1.7194], [2.0098, 1.4124, 2.0777], [2.5436, 0.7777, 0.8544], [-1.0446, 1.7500, 0.7846], [-0.5262, 0.5938, 1.8165], [0.3674, 2.7016, 2.6006], [1.0104, 2.9730, 0.9789], [1.7462, 0.6157, 2.7722], [2.7436, 2.0541, 2.5639], [3.1806, 0.0209, 1.0834], [3.0672, 1.4489, 0.2992], [2.5802, -2.0483, -3.5044], [2.3312, -0.9756, -2.7503], [1.4174, -1.2408, -1.8325], [1.0380, -2.5792, -2.0013], [0.1108, -3.3656, -1.3218], [-0.0332, -4.6693, -1.7456], [0.7208, -5.1856, -2.8159], [1.6368, -4.4097, -3.4945], [1.7750, -3.0954, -3.0620], [3.2392, -2.0812, -4.2666], [2.8225, -0.0239, -2.8871], [-0.4730, -2.9751, -0.4939], [-0.7436, -5.3131, -1.2428], [0.5784, -6.2153, -3.1146], [2.2138, -4.8051, -4.3209], [-2.0207, 7.1418, -0.8647], [-3.2585, 6.3026, -1.1446], [-2.9681, 4.8627, -1.2617], [-3.4193, 3.9814, -0.1887], [-2.5864, 4.1011, 1.0836], [-2.3924, 4.4445, -2.4101], [-2.1341, 5.1681, -3.3532], [-2.0304, 2.9838, -2.5438], [-2.5581, 2.2407, -3.5937], [-2.1486, 0.9302, -3.7743], [-1.2067, 0.3998, -2.9118], [-0.6728, 1.1303, -1.9231], [-1.0747, 2.3959, -1.7455], [-2.3062, 8.1858, -0.7374], [-1.3239, 7.0808, -1.6994], [-1.5160, 6.8144, 0.0471], [-3.7219, 6.6268, -2.0743], [-3.9896, 6.4138, -0.3443], [-3.4225, 2.9536, -0.5479], [-4.4571, 4.2301, 0.0361], [-1.5204, 3.9632, 0.8679], [-2.9089, 3.3610, 1.8218], [-2.6972, 5.0857, 1.5392], [-3.2794, 2.6985, -4.2599], [-2.5457, 0.3234, -4.5768], [-0.8637, -0.6233, -3.0076], [-0.5893, 2.9636, -0.9580], [-3.3755, 0.1475, 0.4530], [-3.2682, -1.6075, 1.1412], [-4.3489, -1.7611, 2.6403], [-3.7795, -2.8406, -0.1593], [-1.4641, -1.8684, 1.5523], [-0.6240, -2.9672, 2.8080], [1.0627, -2.1770, 3.1101], [-1.5572, -3.0627, 4.4105], [-0.3876, -4.6787, 2.1073], [-4.3600, 0.3568, 0.0234], [-2.6267, 0.2999, -0.3376], [-3.2092, 0.8801, 1.2543], [-5.3829, -1.5248, 2.3736], [-4.0445, -1.0852, 3.4435], [-4.3374, -2.7804, 3.0356], [-4.8489, -2.7466, -0.3703], [-3.5988, -3.8624, 0.1884], [-3.2347, -2.6997, -1.0987], [-0.7796, -1.2580, 0.9622], [0.9726, -1.3200, 3.7874], [1.5087, -1.8493, 2.1598], [1.7537, -2.8872, 3.5745], [-1.8228, -2.0773, 4.8008], [-0.9321, -3.5646, 5.1541], [-2.4759, -3.6450, 4.3054], [0.3259, -4.6846, 1.2783], [-1.3335, -5.0986, 1.7510], [-0.0044, -5.3402, 2.8895]], "lowdin_charge": [1.1091, -0.0485, -0.2094, -0.2186, -0.0270, 0.0471, 0.0893, 0.1350, 0.1198, 0.0999, 0.1352, 0.1016, 0.1018, 0.1595, -0.1289, -0.0706, -0.2236, -0.0167, -0.0503, -0.0417, 0.0146, -0.1719, 0.1813, 0.1453, 0.0750, 0.1167, 0.1211, 0.1274, -0.0615, -0.1776, -0.0465, -0.1926, -0.0650, -0.4307, 0.1085, -0.0941, 0.0549, 0.0008, -0.1146, -0.0592, -0.0867, 0.0861, 0.0753, 0.0672, 0.1280, 0.1227, 0.0939, 0.1317, 0.0492, 0.0757, 0.0840, 0.1462, 0.1269, 0.1055, 0.1119, -0.1835, 0.4089, -0.1736, -0.1687, -0.2016, 0.4073, -0.1845, -0.1758, -0.1684, 0.0492, 0.0001, 0.0223, 0.0460, 0.0393, 0.0359, 0.0448, 0.0370, 0.0257, -0.0722, 0.0263, 0.0031, 0.0445, 0.0376, 0.0465, 0.0348, 0.0206, 0.0384, 0.0474]}



{"formula": "C38H54Br4GeN2O3S2SbSc", "method": "ωB97M-V/def2-TZVPD", "homo_lumo_gap_ev": 7.47, "energy_ha": -15986.09625, "multiplicity": 1, "e_homo_ev": -7.387, "symbols": ["Sc", "C", "C", "N", "C", "C", "C", "S", "N", "C", "O", "C", "C", "C", "C", "C", "C", "H", "H", "H", "H", "H", "H", "H", "H", "H", "H", "H", "H", "H", "H", "H", "Br", "C", "C", "Br", "C", "Br", "C", "O", "C", "O", "C", "Br", "S", "C", "C", "C", "C", "C", "C", "H", "H", "H", "H", "H", "C", "C", "C", "C", "Ge", "C", "C", "C", "C", "H", "H", "H", "H", "H", "H", "H", "H", "H", "H", "H", "H", "H", "H", "H", "H", "H", "H", "H", "C", "C", "Sb", "C", "C", "C", "C", "H", "H", "H", "H", "H", "H", "H", "H", "H", "H", "H", "H", "H", "H", "H"], "xyz": [[0.6331, -0.0486, 0.3178], [0.0648, 2.4788, 6.4202], [-1.1060, 2.2785, 5.4634], [-0.7446, 2.6377, 4.1050], [-1.0095, 3.9980, 3.6843], [-2.4356, 4.1366, 3.1585], [-0.2233, 1.7205, 3.2859], [0.3517, 2.1891, 1.7440], [-0.0581, 0.4892, 3.7733], [0.0337, -0.6019, 3.0521], [-0.3327, -0.7035, 1.8306], [0.5020, -1.8106, 3.7589], [0.3133, -1.9567, 5.1298], [0.7416, -3.1056, 5.7671], [1.3722, -4.1095, 5.0477], [1.6002, -3.9474, 3.6898], [1.1560, -2.8095, 3.0430], [-0.2388, 2.2192, 7.4303], [0.4083, 3.5106, 6.4127], [0.8893, 1.8356, 6.1275], [-1.9525, 2.8974, 5.7656], [-1.4072, 1.2302, 5.4738], [-0.2964, 4.2639, 2.9035], [-0.8652, 4.6598, 4.5398], [-2.5774, 3.4825, 2.3029], [-2.6180, 5.1605, 2.8469], [-3.1568, 3.8697, 3.9285], [-0.1724, -1.1622, 5.6761], [0.5835, -3.2110, 6.8314], [1.6943, -5.0127, 5.5475], [2.1273, -4.7085, 3.1333], [1.3481, -2.6686, 1.9845], [6.9865, 1.6641, 1.2750], [5.2334, 1.5398, 0.5926], [4.7339, 2.5124, -0.2601], [5.8114, 3.9786, -0.7536], [3.4398, 2.3922, -0.7634], [2.7116, 3.6718, -1.9427], [2.6281, 1.3195, -0.4328], [1.4061, 1.1509, -0.9202], [3.1395, 0.3254, 0.4493], [2.3552, -0.6961, 0.7497], [4.4291, 0.4586, 0.9405], [5.0485, -0.9067, 2.0923], [-1.1090, -1.4657, -1.0766], [-1.9078, -2.3759, 0.2348], [-3.0902, -1.9879, 0.8386], [-3.6044, -2.7532, 1.8725], [-2.9423, -3.8930, 2.2954], [-1.7573, -4.2764, 1.6859], [-1.2409, -3.5233, 0.6499], [-3.6035, -1.0927, 0.5081], [-4.5195, -2.4477, 2.3588], [-3.3505, -4.4897, 3.0964], [-1.2256, -5.1535, 2.0262], [-0.3186, -3.8091, 0.1600], [-5.1331, 4.0481, -1.5796], [-4.3416, 3.0856, -0.6995], [-2.8434, 3.1315, -1.0171], [-2.1047, 1.8433, -0.6444], [-2.3385, 0.2832, -1.8871], [-1.2599, 0.4767, -3.5801], [-1.8066, 1.2854, -4.7520], [-2.8080, 0.5251, -5.6175], [-4.0688, 0.1284, -4.8606], [-6.1776, 4.0797, -1.2795], [-5.0870, 3.7354, -2.6209], [-4.7320, 5.0559, -1.5089], [-4.7148, 2.0676, -0.8605], [-4.5006, 3.3391, 0.3521], [-2.3824, 3.9584, -0.4711], [-2.7100, 3.3353, -2.0827], [-2.3784, 1.5402, 0.3713], [-1.0210, 2.0455, -0.6532], [-3.7638, -0.2855, -1.8934], [-0.9796, -0.5245, -3.9208], [-0.3470, 0.9619, -3.2104], [-0.9562, 1.5728, -5.3744], [-2.2642, 2.2072, -4.3871], [-2.3340, -0.3687, -6.0253], [-3.0737, 1.1627, -6.4608], [-3.8827, -0.7355, -4.2234], [-4.8654, -0.1260, -5.5546], [-4.4128, 0.9490, -4.2303], [2.7161, -3.8118, -4.3977], [1.6896, -2.7695, -4.0239], [2.2030, -1.4202, -2.3406], [4.1653, -2.2614, -1.8157], [4.0618, -3.3112, -0.7232], [3.0881, 0.1379, -3.6258], [4.0584, -0.3466, -4.6869], [2.3365, -4.4445, -5.1993], [2.9506, -4.4483, -3.5503], [3.6360, -3.3528, -4.7440], [0.7591, -3.2644, -3.7427], [1.4666, -2.1342, -4.8800], [4.7783, -1.4211, -1.4791], [4.6177, -2.6783, -2.7139], [3.5970, -2.8885, 0.1668], [5.0503, -3.6751, -0.4454], [3.4638, -4.1586, -1.0575], [3.5957, 0.8265, -2.9499], [2.2603, 0.6748, -4.0940], [4.9216, -0.8313, -4.2381], [4.4164, 0.5002, -5.2717], [3.5773, -1.0434, -5.3673]], "nbo_charge": [1.6258, -0.6166, -0.2129, -0.3961, -0.2181, -0.6132, 0.3792, -0.2970, -0.6243, 0.6771, -0.8247, -0.0617, -0.1800, -0.2197, -0.1933, -0.2100, -0.1726, 0.2125, 0.2055, 0.2258, 0.1965, 0.2271, 0.2421, 0.1996, 0.2119, 0.2162, 0.2028, 0.2259, 0.2145, 0.2143, 0.2152, 0.2331, 0.0997, -0.1468, -0.1929, 0.0978, -0.0696, 0.0920, 0.1742, -0.8624, 0.2767, -0.8523, -0.1732, 0.0991, -0.2014, -0.0297, -0.2480, -0.1963, -0.2175, -0.1790, -0.2557, 0.2147, 0.2167, 0.2174, 0.2210, 0.2251, -0.6000, -0.3940, -0.4056, -0.7983, 1.1793, -0.7875, -0.3993, -0.3942, -0.6083, 0.2103, 0.1989, 0.2050, 0.1905, 0.2017, 0.2163, 0.1937, 0.2350, 0.2513, -0.1383, 0.2320, 0.2511, 0.2143, 0.1934, 0.1984, 0.2049, 0.2029, 0.2191, 0.1945, -0.6179, -0.7322, 1.0480, -0.7213, -0.6268, -0.7036, -0.6205, 0.2038, 0.2003, 0.2041, 0.2084, 0.2077, 0.2204, 0.2132, 0.2215, 0.2084, 0.1901, 0.2153, 0.2091, 0.2051, 0.2091, 0.1963]}



{"formula": "C3H8N2O2", "method": "ωB97M-V/def2-TZVPD", "homo_lumo_gap_ev": 9.15, "energy_ha": -379.09245, "smiles": "c1c[nH]cn1.O.O", "multiplicity": 1, "e_homo_ev": -8.710, "de_lowest_kj_mol": 127.48, "symbols": ["C", "C", "N", "C", "N", "H", "H", "H", "H", "H", "H", "O", "H", "H", "O"], "xyz": [[-1.7607, 0.9566, 0.1988], [-0.4620, 1.1900, 0.5724], [-0.0886, 0.0308, 1.1835], [-1.1520, -0.7906, 1.2375], [-2.2101, -0.2683, 0.6115], [-2.2882, 1.6698, -0.4170], [0.1544, 2.0447, 0.3700], [0.8128, -0.3288, 1.4015], [-1.0588, -1.7657, 1.6844], [2.5050, 0.2558, -0.2204], [2.8151, -1.2074, -0.8001], [2.6217, -0.6861, -0.0216], [1.7963, -0.3920, -3.3668], [0.7259, -0.7365, -2.2998], [1.3531, -0.0494, -2.6214]], "nbo_charge": [-0.0941, -0.1325, -0.5132, 0.1506, -0.4632, 0.2028, 0.2184, 0.4331, 0.1941, 0.4880, 0.4869, -0.9716, 0.4690, 0.4819, -0.9503]}



{"formula": "C3H3F6OP", "method": "ωB97M-V/def2-TZVPD", "homo_lumo_gap_ev": [8.42, 8.22], "energy_ha": -1131.82538, "multiplicity": 1, "e_homo_ev": [-9.826, -9.469], "de_lowest_kj_mol": 259.72, "symbols": ["C", "C", "C", "O", "F", "F", "F", "F", "F", "F", "P", "H", "H", "H"], "xyz": [[0.1727, 0.1313, 0.5797], [1.1875, 1.6291, -1.8656], [-2.2376, 1.5700, -2.1415], [0.2075, 2.9807, 0.2386], [0.8294, 0.8832, -2.8933], [1.3636, 2.8713, -2.1922], [2.4052, 1.1124, -1.5197], [-3.4014, 2.0067, -1.8134], [-1.7368, 2.3048, -3.1215], [-2.3945, 0.3409, -2.6381], [0.0042, 1.7179, -0.4226], [0.1609, -0.8777, 0.1275], [0.9890, 0.3650, 1.2467], [-0.5862, -0.1264, 1.3813]], "nbo_charge": [-1.0240, 0.6915, 0.8768, -1.0035, -0.3071, -0.2884, -0.3372, -0.3099, -0.3378, -0.3423, 1.5628, 0.2780, 0.2620, 0.2792]}